[1]
DFT (ωB97M-V/def2-TZVPD) results for C3H8N2S in the gas phase.

```
! RIJCOSX wB97M-V def2-TZVPD def2/J DEFGRID3
* xyz 0 1
C -0.951 1.782 0.234
C -1.159 0.254 0.182
S -2.879 -0.369 0.369
N -0.233 -0.668 -0.037
C 1.211 -0.629 -0.182
N -0.641 -2.016 -0.147
H -1.864 2.121 0.664
H 0.010 2.015 0.634
H -1.062 2.246 -0.711
H 1.615 -0.663 0.832
H 1.207 -1.511 -0.715
H 1.554 0.126 -0.809
H -1.001 -2.214 0.760
H -1.507 -2.074 -0.820
*
```

Properties
Relative energy (zero: lowest compared OMol25 entry of this formula, charge and spin), kcal/mol: 66.29
LUMO, eV: 0.72
Gap between HOMO and LUMO, eV: 8.61
Largest force on an atom, eV/A: 3.37

[2]
DFT (ωB97M-V/def2-TZVPD) results for C3H8N2S in the gas phase.

```
! RIJCOSX wB97M-V def2-TZVPD def2/J DEFGRID3
* xyz 0 1
H -2.979 -0.318 1.695
N -2.258 -0.447 0.834
C -1.073 0.246 0.897
N -0.294 0.449 -0.271
C -0.610 -0.135 -1.535
S 1.146 1.420 0.104
C 1.975 -0.045 0.524
H -0.763 1.103 1.617
H 0.303 0.010 -2.176
H -1.575 0.451 -2.044
H -0.707 -1.310 -1.562
H 2.146 -0.724 -0.272
H 1.564 -0.829 1.312
H 3.126 0.128 0.876
*
```

Properties
Relative energy (zero: lowest compared OMol25 entry of this formula, charge and spin), kcal/mol: 84.33
LUMO, eV: 0.67
Gap between HOMO and LUMO, eV: 9.40
Largest force on an atom, eV/A: 5.91

[3]
DFT (ωB97M-V/def2-TZVPD) results for C3H8N2S in the gas phase.

```
! RIJCOSX wB97M-V def2-TZVPD def2/J DEFGRID3
* xyz 0 1
H -3.577 0.948 0.555
N -2.848 0.290 0.647
C -1.869 0.290 -0.142
C -0.683 -0.581 -0.136
C 0.498 0.282 0.284
N 1.748 -0.486 0.182
S 3.187 0.280 0.146
H -1.692 0.781 -1.108
H -0.383 -1.146 -0.993
H -0.582 -1.252 0.726
H 0.464 0.841 1.194
H 0.506 1.010 -0.559
H 1.820 -1.429 0.509
H 3.411 0.172 -1.305
*
```

Properties
Relative energy (zero: lowest compared OMol25 entry of this formula, charge and spin), kcal/mol: 65.39
LUMO, eV: 0.93
Gap between HOMO and LUMO, eV: 10.12
Largest force on an atom, eV/A: 4.95